[1]
Molecular formula: C10H29Br2F6FePSbSi3
Method: DFT, ωB97M-V with the def2-TZVPD basis set

Structure (XYZ):
```
53
Properties=species:S:1:pos:R:3:forces:R:3
Fe 0.8723 -1.6397 -1.6573 0.59 0.07 -0.58
Br 2.8697 -3.1436 -0.8216 0.02 -0.20 -0.10
C 2.2154 -4.3864 -2.1656 -0.02 0.07 0.00
Br 0.3165 -4.0590 -2.4457 -0.05 -0.08 0.03
H 2.3456 -5.4036 -1.8188 0.00 0.00 0.03
H 2.7250 -4.1719 -3.0968 0.02 -0.01 0.00
C -1.9230 -0.0867 3.5541 -0.12 0.25 0.13
Si -1.0340 -1.2487 2.4743 0.01 0.02 -0.19
C -2.0410 -2.5101 1.6087 -0.12 -0.16 -0.11
C 0.6316 -1.7801 3.0352 0.25 0.01 -0.01
Sb 0.0290 0.0304 0.1315 -0.50 0.31 0.57
Si 1.7135 1.8804 1.0230 -0.18 -0.27 0.00
C 1.5662 3.1744 -0.2646 0.01 0.19 -0.24
C 3.3128 0.9860 1.1167 0.25 -0.12 0.01
C 1.0039 2.3622 2.6523 -0.07 0.12 0.23
Si -2.3315 0.8293 -0.9246 -0.03 -0.19 0.26
C -2.8042 -0.6487 -1.9184 -0.04 -0.16 -0.13
C -1.7817 2.3045 -1.8632 0.22 0.21 -0.11
C -3.4771 1.2042 0.4648 -0.12 0.08 0.19
H -2.1537 -0.6324 4.4785 -0.01 0.03 -0.01
H -2.8642 0.2440 3.1177 0.00 0.02 0.06
H -1.3176 0.7780 3.8266 -0.04 0.00 0.02
H -2.4257 -3.2066 2.3646 -0.01 0.01 -0.03
H -1.4573 -3.0887 0.8917 -0.03 -0.02 0.00
H -2.8984 -2.0606 1.1067 -0.02 -0.06 0.01
H 0.4835 -2.5720 3.7811 0.01 0.02 0.00
H 1.1696 -0.9612 3.5138 0.04 -0.05 0.01
H 1.2407 -2.1977 2.2315 0.01 -0.03 0.06
H 1.7036 2.7840 -1.2742 -0.01 0.06 0.01
H 2.3510 3.9180 -0.0883 -0.03 0.01 -0.01
H 0.6033 3.6813 -0.1948 0.02 0.05 -0.06
H 3.6709 0.7107 0.1238 0.02 -0.02 0.03
H 3.2189 0.0878 1.7308 0.08 0.00 0.00
H 4.0652 1.6294 1.5833 0.00 -0.03 -0.02
H -0.0614 2.5858 2.5685 0.01 0.02 0.06
H 1.4982 3.2735 3.0045 0.00 -0.04 0.01
H 1.1587 1.5935 3.4117 -0.04 0.03 0.02
H -2.1419 -0.7736 -2.7768 0.00 -0.07 0.00
H -3.8213 -0.5274 -2.3045 0.02 0.03 0.01
H -2.7979 -1.5506 -1.3024 -0.01 -0.04 -0.08
H -0.9219 2.1030 -2.5032 -0.02 0.07 -0.01
H -1.5488 3.1250 -1.1839 0.01 0.05 -0.06
H -2.6081 2.6258 -2.5068 -0.01 -0.01 0.01
H -3.8786 0.3001 0.9255 0.01 0.03 0.03
H -4.3269 1.7859 0.0945 0.02 -0.03 -0.03
H -2.9770 1.8095 1.2225 -0.08 0.01 0.04
F 0.3057 -0.0243 -3.0393 -0.30 -0.05 -0.06
P 1.8857 0.1941 -3.6529 0.07 0.23 -0.29
F 1.3257 0.1047 -5.1010 0.05 -0.05 0.04
F 1.9144 -1.4997 -3.5382 0.07 -0.28 0.01
F 1.7142 1.7468 -3.5221 -0.01 -0.03 0.06
F 3.3883 0.2253 -4.0530 -0.11 -0.05 0.07
F 2.2939 0.0957 -2.0200 0.19 0.06 0.11
```
Forces are in eV/Å.

spin multiplicity = 6
net charge = +2
E_tot = -8859.13110 Eh



[2]
Molecular formula: C2H12N3O2
Method: DFT, ωB97M-V with the def2-TZVPD basis set

Structure (XYZ):
```
19
Properties=species:S:1:pos:R:3:forces:R:3
C -1.7502 0.1411 -0.7846 -1.00 -0.25 0.37
N -0.5612 0.5089 -1.5089 0.27 0.19 -0.99
C 0.6906 0.1892 -1.2439 0.29 -0.29 1.01
N 1.7003 0.6822 -1.9810 -0.14 0.08 -0.27
N 0.9683 -0.5655 -0.1893 -0.29 -0.06 -0.29
H -2.0957 -0.8773 -0.9666 0.25 -0.06 -0.20
H -2.5465 0.8111 -1.0908 -0.01 0.06 -0.18
H -1.6846 0.2566 0.2916 0.55 0.10 0.10
H -0.6892 0.9812 -2.3889 -0.22 0.10 0.03
H 1.5379 0.9316 -2.9436 0.01 0.20 0.09
H 2.6356 0.3906 -1.7635 0.08 -0.14 -0.08
H 1.8934 -0.5720 0.1997 0.06 -0.20 -0.08
H 0.2168 -1.0069 0.3406 0.20 0.09 -0.05
H -0.2447 1.1594 2.8369 0.53 0.22 0.11
H 1.3204 1.1441 2.5376 -0.36 0.26 0.39
O 0.4546 0.8274 2.2581 -0.16 -0.36 -0.24
H -0.0678 -1.0746 2.2044 -0.25 0.02 0.48
H -1.1029 -2.2394 2.4259 0.11 -0.03 0.06
O -0.6750 -1.6879 1.7663 0.06 0.07 -0.26
```
Forces are in eV/Å.

net charge = +1
E_tot = -397.95863 Eh



[3]
Molecular formula: C32H64O22
Method: DFT, ωB97M-V with the def2-TZVPD basis set

Structure (XYZ):
```
118
Properties=species:S:1:pos:R:3:forces:R:3
C -20.0737 -7.2661 -5.9198 -0.71 0.16 -0.43
C -20.8885 -7.9826 -4.8354 1.06 -0.70 0.13
O -22.1122 -8.5274 -5.3845 0.52 0.17 -0.45
C -22.7039 -9.5214 -4.7547 -1.73 -0.92 2.35
O -22.5477 -9.9360 -3.5967 0.51 0.88 -2.62
O -23.7244 -9.9508 -5.5468 0.97 1.00 -0.44
C -24.3203 -11.1866 -5.2466 0.39 -0.85 0.63
H -20.4822 -6.2763 -6.1234 0.05 -0.04 -0.21
H -20.0625 -7.8573 -6.8356 -0.58 -0.04 -0.10
H -18.9996 -7.1519 -5.7742 -0.11 0.06 0.99
H -21.1510 -7.3894 -3.9594 0.15 0.17 -0.14
H -20.2727 -8.8226 -4.5142 -0.22 -0.12 0.35
H -23.5518 -11.9591 -5.2763 0.00 -0.17 -0.06
H -25.0622 -11.4153 -6.0117 0.00 0.34 0.18
H -24.7211 -11.2056 -4.2332 -0.28 0.13 -0.11
C -23.1776 -5.1272 -4.5606 0.95 0.99 0.38
C -23.3562 -3.9746 -3.5356 -1.12 -0.13 -1.46
O -23.2413 -4.4499 -2.2026 1.45 0.24 0.31
C -21.9923 -4.5704 -1.6904 2.62 1.11 -2.77
O -20.8826 -4.2164 -2.2314 -4.52 -1.42 2.24
O -22.1677 -5.1783 -0.5430 0.77 -0.64 1.02
C -20.9844 -5.6007 0.1592 1.08 1.42 0.11
H -22.1158 -5.3700 -4.5174 0.02 -0.44 0.00
H -23.3440 -4.8014 -5.5873 -0.30 0.22 0.10
H -23.7878 -6.0115 -4.3764 -0.05 0.18 0.27
H -24.3622 -3.5636 -3.6198 -0.25 -0.27 0.27
H -22.7481 -3.0897 -3.7234 0.64 -0.42 0.06
H -20.2315 -6.0219 -0.5069 -0.58 -0.89 -0.05
H -21.2430 -6.1237 1.0800 -0.28 -0.42 -0.66
H -20.4119 -4.7364 0.4959 -0.36 0.46 0.10
C -27.1482 -6.4086 -5.1920 0.77 -0.01 -0.66
C -27.3770 -4.9738 -4.7893 0.80 -0.01 0.34
O -27.6910 -4.0877 -5.8933 -0.52 0.59 -0.01
C -26.7793 -3.5943 -6.7792 -1.63 -1.88 0.29
O -25.6893 -4.0369 -6.9807 0.74 0.29 0.59
O -27.3209 -2.6892 -7.5728 0.19 0.73 -1.00
C -28.6920 -2.3060 -7.6989 -0.21 0.38 1.24
H -28.0787 -6.8719 -5.5200 0.19 -0.07 -0.23
H -26.6798 -7.0352 -4.4330 -0.43 0.32 0.55
H -26.3675 -6.3988 -5.9526 -0.36 -0.17 -0.55
H -26.5035 -4.5668 -4.2799 0.06 -0.04 -0.02
H -28.2066 -4.9506 -4.0826 -0.16 0.58 -0.31
H -29.4089 -3.1205 -7.5948 0.34 -0.23 -0.35
H -28.8058 -1.7401 -8.6234 0.24 -0.52 -0.14
H -28.9392 -1.6034 -6.9031 0.07 0.03 0.20
C -19.1884 -2.4195 1.9967 0.37 0.92 0.64
C -19.5197 -1.2193 2.9325 -1.08 -1.10 0.73
O -18.3131 -0.6102 3.3561 1.50 1.91 0.88
C -18.2826 0.4699 4.2438 -2.38 1.34 -0.86
O -19.2803 1.1369 4.6071 3.27 -2.36 -0.86
O -16.9824 0.7395 4.4904 -1.02 -1.19 -0.41
C -16.5640 1.8986 5.2113 -0.84 0.45 -0.33
H -18.5819 -1.8942 1.2590 0.10 -0.58 -0.46
H -20.0680 -2.8544 1.5220 -0.16 0.47 0.07
H -18.6276 -3.2619 2.4014 0.15 0.33 0.38
H -20.0234 -1.4004 3.8820 -0.52 -0.69 -0.29
H -20.2025 -0.6286 2.3218 0.39 0.84 0.20
H -15.5798 1.6552 5.6115 -0.31 0.13 0.12
H -17.3128 2.2106 5.9394 0.21 -0.39 0.34
H -16.5144 2.7375 4.5171 0.32 -0.05 -0.15
C -24.2648 -7.9515 -0.7381 -0.70 0.61 0.25
C -23.9319 -7.6350 0.7128 0.63 1.22 -2.09
O -24.6870 -8.4493 1.5627 0.32 -1.08 0.41
C -25.7102 -7.9170 2.1914 -0.71 3.36 1.44
O -26.0436 -6.7138 2.1557 0.37 -3.03 -0.21
O -26.2121 -8.8388 3.0188 -1.16 -0.39 0.47
C -27.4017 -8.5021 3.8254 0.41 1.19 -0.61
H -25.2912 -7.6320 -0.9186 -0.16 -0.31 -0.23
H -24.1342 -9.0125 -0.9510 0.05 0.12 -0.11
H -23.6512 -7.3251 -1.3854 0.17 -0.22 -0.08
H -24.1028 -6.5784 0.9186 -0.22 -0.10 0.11
H -22.8502 -7.7680 0.7314 -0.04 -0.70 1.22
H -27.1406 -7.9195 4.7089 0.50 -0.18 -0.01
H -27.9628 -9.3771 4.1534 0.57 -0.26 -0.51
H -28.0362 -7.8254 3.2531 -0.07 -0.26 -0.19
C -23.0538 -1.7074 -6.9686 -0.02 -1.14 0.07
C -23.4010 -0.3140 -7.4532 0.46 0.16 1.51
O -24.7251 0.0096 -6.8709 -0.92 0.72 -1.76
C -25.6013 0.7788 -7.5941 1.53 0.43 -3.57
O -25.3776 1.3211 -8.7108 -0.41 -1.69 3.60
O -26.7744 0.7957 -6.9875 -0.86 0.17 0.46
C -27.9378 1.2824 -7.7144 -0.23 -0.45 0.19
H -23.2855 -1.9118 -5.9233 -0.29 0.47 0.08
H -22.0085 -2.0070 -7.0444 0.32 0.71 -0.27
H -23.5484 -2.4996 -7.5307 -0.44 0.22 -0.10
H -23.2274 -0.2388 -8.5266 -1.03 0.27 -0.01
H -22.7600 0.4204 -6.9654 0.24 -0.02 -0.19
H -28.8174 1.2041 -7.0755 0.48 0.06 0.70
H -28.2071 0.5780 -8.5014 0.63 0.33 -0.48
H -27.8822 2.3228 -8.0347 0.51 -0.28 -0.20
C -28.7653 -9.6695 -2.5284 -0.08 -0.73 0.04
C -28.8853 -8.4866 -1.5665 -0.65 -0.51 -0.93
O -27.9876 -7.5079 -2.0354 1.00 0.95 -0.63
C -27.9870 -6.2846 -1.5241 -0.46 1.43 2.70
O -28.8372 -5.8069 -0.7538 2.12 -1.12 -2.27
O -26.7888 -5.7022 -1.8781 -1.53 -0.18 0.68
C -26.3465 -4.5089 -1.1886 0.43 0.25 0.23
H -27.9814 -10.3808 -2.2684 -0.02 0.05 0.31
H -28.5670 -9.4475 -3.5769 -0.01 0.79 0.13
H -29.7163 -10.2010 -2.5636 0.02 -0.19 0.29
H -28.6200 -8.7399 -0.5401 -0.19 -0.05 0.00
H -29.9087 -8.1188 -1.6394 0.05 0.23 0.38
H -26.8091 -4.2150 -0.2463 -0.72 -0.80 -0.14
H -26.4296 -3.6330 -1.8320 0.04 -0.21 -0.31
H -25.3040 -4.6980 -0.9326 -0.02 0.05 -0.35
C -16.1231 -5.5536 -4.1195 1.12 1.65 -1.24
C -16.8788 -4.5007 -3.3233 -0.41 -1.05 0.85
C -18.2051 -4.3837 -4.0822 2.32 -0.80 -0.29
O -17.6846 -4.5284 -5.4388 -2.23 0.74 -1.56
C -16.3593 -4.9673 -5.5784 -0.05 -1.13 3.09
H -16.5108 -6.5580 -3.9497 -0.14 0.05 -0.30
H -15.0602 -5.5285 -3.8792 0.06 -0.24 0.11
H -16.3651 -3.5394 -3.3347 0.09 -0.08 0.12
H -16.9460 -4.9101 -2.3154 -0.36 0.59 0.31
H -18.6986 -3.4312 -3.8895 -0.10 -0.11 -0.54
H -18.8611 -5.2325 -3.8890 -0.22 0.16 0.12
H -15.7266 -4.0974 -5.7545 0.36 -0.19 -0.18
H -16.1938 -5.7764 -6.2897 -0.51 0.36 -0.49
```
Forces are in eV/Å.

SMILES = CCOC(=O)OC.CCOC(=O)OC.CCOC(=O)OC.CCOC(=O)OC.CCOC(=O)OC.CCOC(=O)OC.CCOC(=O)OC.C1CCOC1
E_tot = -2912.89326 Eh



[4]
Molecular formula: C28H76BBrN20O15PS
Method: DFT, ωB97M-V with the def2-TZVPD basis set

Structure (XYZ):
```
143
Properties=species:S:1:pos:R:3:forces:R:3
C -6.5833 3.4220 -0.4868 -0.09 -0.13 -0.09
C -6.1166 3.5522 0.9685 -0.18 0.04 0.15
C -5.1158 4.6813 1.2103 -0.10 0.20 -0.50
C -3.7907 4.5120 0.4714 -0.20 0.20 0.49
N -3.0481 3.3695 1.0137 0.21 -0.20 0.45
C -1.5980 3.3564 0.8081 -0.40 0.48 -0.30
C -0.9982 4.4096 1.7552 0.22 0.09 0.12
B -1.9230 4.7879 3.0027 -0.38 0.21 0.20
O -2.0694 3.9429 4.0812 0.67 -0.22 -0.20
O -2.4921 6.0415 3.0130 0.11 -0.22 -0.64
C -1.2517 3.6059 -0.6862 0.67 -0.73 -0.28
S -2.3276 2.5115 -1.6784 -0.33 -0.06 -0.08
C 0.2654 3.4395 -1.0426 0.18 0.73 -0.18
N 0.4841 2.8714 -2.3684 -0.07 -0.19 0.08
C 0.9168 4.8644 -1.0111 0.15 -0.67 -0.07
P 0.4656 6.0449 -2.2910 0.26 1.10 0.51
O 0.2936 7.4186 -1.7844 -0.07 -0.46 -0.17
O 1.6359 5.8803 -3.3581 -0.20 0.03 0.00
O -0.8455 5.5131 -3.0427 -0.16 -0.29 -0.02
C 1.0639 2.6419 0.0364 -0.22 0.43 0.23
N 2.3809 2.2195 -0.3333 -0.40 -0.08 -0.13
C 2.7488 1.1736 -1.2777 0.81 -0.35 -0.01
C 4.0311 1.5378 -2.0569 -0.13 -0.24 -0.29
C 3.8291 1.6915 -3.5702 0.37 0.43 0.01
C 0.3319 1.5819 0.9377 0.56 -0.64 0.25
C 1.1576 1.6483 2.2613 -0.42 0.62 0.50
C 1.4069 0.3962 3.0626 0.21 -0.43 0.22
O 2.0931 -0.5182 2.7855 -0.19 0.22 -0.09
Br 0.5543 0.4143 4.8668 0.00 -0.03 -0.25
C 0.3359 0.1286 0.4477 0.42 0.22 -0.61
C -0.3433 -0.1541 -0.8845 -0.28 -0.68 -0.21
C 0.2355 -1.3768 -1.5954 0.14 0.06 0.71
O -1.7501 -0.4018 -0.6296 -0.24 0.91 0.23
N -1.1448 1.9392 1.1538 -0.60 0.16 0.04
C -1.6827 1.4698 2.4668 0.18 -0.53 0.12
H -5.9250 3.9164 -1.2001 0.09 0.01 0.01
H -6.6572 2.3801 -0.7963 0.01 -0.02 0.01
H -7.5733 3.8556 -0.6198 0.01 0.08 0.00
H -6.9921 3.7607 1.5848 0.03 -0.09 0.10
H -5.7285 2.6013 1.3429 0.12 0.01 -0.03
H -4.9511 4.8250 2.2791 0.04 -0.13 0.07
H -5.5623 5.6059 0.8293 -0.02 0.03 0.08
H -3.1995 5.4163 0.6156 0.08 -0.02 -0.05
H -4.0116 4.4035 -0.5906 0.26 -0.04 -0.14
H -3.4785 2.5090 0.6954 -0.06 0.04 -0.21
H -0.8496 5.3269 1.1872 -0.04 0.06 0.02
H -0.0129 4.1309 2.1285 0.03 -0.09 -0.10
H -1.8846 4.3493 4.9335 -0.51 0.14 0.12
H -3.4441 6.0374 3.1467 0.01 0.18 0.55
H -1.4977 4.6370 -0.9125 -0.37 -0.01 0.16
H -2.2239 3.1532 -2.8431 0.10 0.14 -0.04
H -0.0512 3.3565 -3.0781 -0.10 0.00 0.05
H 1.4586 3.0121 -2.6136 0.04 -0.09 0.02
H 0.7916 5.3807 -0.0613 -0.16 0.06 0.01
H 1.9917 4.7023 -1.1277 0.05 0.14 -0.04
H 1.7346 6.7349 -3.8057 0.21 -0.11 -0.19
H -1.5540 6.1653 -2.9615 -0.02 0.09 -0.10
H 1.2575 3.4370 0.7588 0.01 -0.06 0.08
H 3.1100 2.8709 -0.1129 0.09 0.02 -0.08
H 1.9666 0.9515 -1.9966 -0.28 0.15 0.14
H 2.9618 0.2444 -0.7403 -0.12 -0.04 0.04
H 4.7604 0.7411 -1.9132 0.11 0.08 0.13
H 4.4903 2.4423 -1.6527 -0.07 0.05 0.10
H 3.9895 0.7510 -4.0940 -0.25 -0.08 0.02
H 4.5688 2.3851 -3.9716 0.05 -0.06 -0.04
H 2.8481 2.0909 -3.8289 -0.08 -0.10 -0.02
H 0.7589 2.3978 2.9425 -0.11 -0.02 -0.07
H 2.1574 1.9985 2.0019 0.06 -0.26 -0.21
H 1.3713 -0.2002 0.4096 0.01 0.06 0.03
H -0.1457 -0.5343 1.1729 0.15 0.06 0.23
H -0.3121 0.7097 -1.5470 -0.06 0.06 0.01
H -0.5628 -1.9271 -2.0766 -0.03 0.00 -0.31
H 0.6550 -2.0611 -0.8531 0.03 -0.11 -0.06
H 1.0310 -1.1178 -2.2914 -0.03 0.04 -0.09
H -1.8689 -0.7352 0.2648 0.10 -0.55 -0.12
H -1.6552 1.3443 0.4799 0.25 -0.03 -0.38
H -1.3446 0.4478 2.6246 0.05 0.02 -0.07
H -2.7644 1.4590 2.4359 -0.03 0.19 0.03
H -1.3338 2.0870 3.2813 -0.10 0.15 -0.03
C 0.7905 2.0492 9.1252 0.13 -0.04 0.03
O -0.4108 1.8513 9.1975 -0.06 -0.04 -0.03
N 1.4907 1.7337 7.9876 -0.13 0.11 0.20
N 1.5169 2.5864 10.1464 -0.10 0.02 -0.09
H 2.4763 1.8649 7.8657 0.01 -0.04 0.03
H 0.9384 1.3305 7.2574 0.17 0.04 -0.09
H 1.0228 2.8172 10.9878 -0.01 -0.01 0.02
H 2.5045 2.7467 10.1007 0.02 -0.03 -0.01
C -2.4327 -4.4886 -2.7148 -0.19 -0.07 -0.04
O -1.3683 -4.0259 -2.3101 -0.08 0.07 0.00
N -2.6213 -4.8732 -3.9991 0.20 0.30 0.29
N -3.5139 -4.6347 -1.8854 0.10 0.01 0.00
H -3.4858 -5.2385 -4.3477 -0.02 0.02 -0.06
H -1.8497 -4.7969 -4.6405 -0.06 -0.28 -0.17
H -3.4038 -4.3624 -0.9285 0.02 0.00 0.02
H -4.3955 -4.9973 -2.1927 -0.01 -0.01 -0.03
C -0.8018 -2.8938 8.3704 0.13 0.16 0.12
O -0.9664 -4.0300 8.7795 -0.07 -0.16 -0.19
N 0.2143 -2.5735 7.5077 -0.12 -0.06 -0.07
N -1.6022 -1.8540 8.7505 -0.03 -0.10 -0.18
H 0.3655 -1.6510 7.1516 0.02 0.06 0.04
H 0.8415 -3.3096 7.2415 0.04 -0.02 0.06
H -2.3417 -2.0607 9.3948 0.01 -0.01 0.04
H -1.4619 -0.9047 8.4588 0.09 0.07 0.12
C -1.4086 -6.9758 -6.9040 0.00 -0.03 -0.06
O -1.6057 -5.8623 -6.4268 0.04 -0.06 -0.05
N -0.1901 -7.3858 -7.3346 -0.17 0.16 -0.06
N -2.4181 -7.8885 -7.0357 0.02 0.02 0.03
H 0.0048 -8.2958 -7.7091 0.12 -0.05 0.15
H 0.5703 -6.7408 -7.2427 0.05 -0.02 0.03
H -3.3333 -7.6142 -6.7365 -0.02 0.02 -0.02
H -2.2839 -8.8033 -7.4215 0.03 -0.01 -0.01
C 7.6463 2.6553 -2.5778 0.08 0.05 0.11
O 7.2421 2.6824 -3.7251 -0.09 -0.02 0.04
N 7.3210 3.6291 -1.6648 -0.13 -0.13 0.01
N 8.4518 1.6590 -2.0994 -0.12 -0.01 -0.04
H 7.6464 3.6310 -0.7174 0.08 0.02 -0.01
H 6.7494 4.3855 -1.9890 0.06 0.05 -0.04
H 8.7204 0.9391 -2.7434 0.02 0.00 -0.02
H 8.7895 1.6219 -1.1572 0.04 0.04 0.00
C -2.8903 -1.1301 -5.8456 0.07 -0.03 -0.01
O -3.9855 -1.6580 -5.8844 0.00 0.05 0.03
N -1.8875 -1.5678 -5.0249 -0.11 0.05 0.05
N -2.5757 -0.0440 -6.6263 -0.04 0.04 0.10
H -0.9833 -1.1407 -4.9756 0.02 0.00 -0.05
H -2.0828 -2.3645 -4.4454 0.02 -0.06 0.03
H -3.2877 0.2955 -7.2440 -0.01 -0.03 -0.04
H -1.6788 0.4008 -6.6207 0.04 -0.05 -0.03
C 1.2946 -7.2632 8.2129 -0.07 -0.04 -0.08
O 1.9061 -6.6081 9.0361 0.04 0.01 -0.04
N 0.1814 -6.7966 7.5689 0.14 0.17 -0.04
N 1.6847 -8.5322 7.8583 0.01 0.05 -0.02
H -0.3137 -7.3282 6.8799 -0.01 -0.06 0.03
H -0.1489 -5.8751 7.8130 -0.11 0.01 0.22
H 2.4955 -8.9045 8.3137 0.01 0.00 0.03
H 1.1986 -9.0942 7.1873 -0.04 -0.01 0.01
C 3.3010 -8.7760 -6.8459 0.07 -0.03 0.06
O 2.1794 -9.1453 -7.1540 -0.02 0.01 -0.09
N 3.5505 -8.1199 -5.6719 -0.02 0.02 -0.08
N 4.3870 -8.9902 -7.6458 -0.06 0.04 0.02
H 4.4614 -7.8104 -5.3936 0.02 -0.02 0.00
H 2.7706 -7.9577 -5.0629 -0.02 -0.03 0.01
H 4.2316 -9.4726 -8.5105 -0.01 -0.02 -0.01
H 5.3155 -8.6983 -7.4097 0.01 0.00 0.02
```
Forces are in eV/Å.

net charge = +1
E_tot = -6674.91788 Eh